The following is a quantum chemistry calculation of 2 unconnected molecules or ions with the total composition C4H12 at a distorted geometry, from OMol25.

Structure (XYZ):
```
16
Properties=species:S:1:pos:R:3:lowdin_charge:R:1
C -1.319 -1.544 1.246 -0.165
C -1.296 -1.817 -0.278 -0.159
H -0.480 -0.918 1.534 0.043
H -2.259 -1.053 1.508 0.058
H -1.421 -2.452 1.838 0.056
H -2.155 -1.334 -0.742 0.059
H -1.229 -2.891 -0.413 0.058
H -0.515 -1.268 -0.801 0.044
C 0.571 1.725 -0.291 -0.147
C 2.086 1.579 -0.652 -0.154
H 0.296 0.848 0.288 0.027
H 0.436 2.629 0.294 0.058
H -0.025 1.738 -1.195 0.057
H 2.618 2.521 -0.560 0.052
H 2.169 1.439 -1.732 0.056
H 2.522 0.797 -0.044 0.056
```

Computed properties:
gap between HOMO and LUMO = 12.762 eV
LUMO level = 0.042 Ha
HOMO energy = -0.42724 Eh
SMILES = CC.CC
relative energy (zero: lowest compared OMol25 entry of this formula, charge and spin) = 12.3 kcal/mol
energy = -159.56535 Eh
charge = 0
molar mass = 60.1 g/mol
F_max = 0.0285 hartree/bohr

=====

The following is a quantum chemistry calculation of a molecular structure, C21H17Cl7N2O3SSm at a distorted geometry, from OMol25.

Structure (XYZ):
```
52
Properties=species:S:1:pos:R:3:lowdin_spin:R:1
Sm -0.366 0.321 0.781 5.058
Cl -5.231 -0.104 6.329 0.000
C -4.408 -0.047 4.804 -0.001
C -3.042 -0.264 4.757 0.000
C -2.445 -0.206 3.514 0.000
Cl -0.673 -0.434 3.422 -0.005
C -3.105 0.049 2.317 0.001
O -2.436 0.102 1.177 -0.013
C -4.477 0.271 2.426 -0.001
Cl -5.397 0.611 1.002 0.000
C -5.126 0.222 3.648 0.000
H -2.470 -0.457 5.649 0.000
H -6.189 0.398 3.695 0.000
Cl -1.345 2.637 -0.630 -0.004
C -0.782 2.702 -2.310 0.000
C -1.085 3.858 -3.002 0.000
C -0.722 3.929 -4.339 0.000
C -0.084 2.853 -4.936 0.000
C 0.205 1.722 -4.191 0.000
Cl 1.021 0.413 -5.011 0.000
C -0.123 1.601 -2.846 -0.001
S 0.309 0.209 -1.882 -0.011
H -1.594 4.668 -2.508 0.000
H -0.941 4.818 -4.909 0.000
H 0.194 2.878 -5.978 0.000
Cl 7.235 0.835 0.938 0.000
C 5.552 0.426 0.939 -0.001
C 5.162 -0.859 0.556 0.000
C 3.834 -1.212 0.557 -0.001
Cl 3.403 -2.840 0.053 0.000
C 2.825 -0.318 0.930 0.000
O 1.580 -0.688 0.934 -0.010
C 3.236 0.982 1.284 -0.001
C 2.298 2.028 1.630 0.001
O 1.066 1.937 1.617 -0.007
C 4.597 1.346 1.300 0.000
H 5.912 -1.580 0.258 0.000
H 2.736 2.996 1.913 0.000
H 4.888 2.346 1.585 0.000
N 0.749 -2.764 -2.220 0.000
C -0.411 -3.596 -1.711 0.000
C -1.320 -2.785 -0.817 0.000
N -0.640 -2.317 0.395 -0.003
H 1.153 -3.170 -3.066 0.000
H 1.516 -2.679 -1.532 0.000
H 0.443 -1.776 -2.436 0.000
H 0.032 -4.449 -1.197 0.000
H -0.933 -3.953 -2.597 0.000
H -2.170 -3.432 -0.576 0.000
H -1.719 -1.931 -1.379 0.000
H 0.347 -2.589 0.424 0.000
H -1.062 -2.706 1.239 0.000
```

Computed properties:
gap between HOMO and LUMO (spin up / spin down) = 7.360 / 7.393 eV
LUMO level (spin up / spin down) = -0.125 / -0.124 Ha
HOMO energy (spin up / spin down) = -0.39542 / -0.39552 Eh
relative energy (zero: lowest compared OMol25 entry of this formula, charge and spin) = 0.0 kcal/mol
2S+1 = 6
energy = -5423.13302 Eh
expectation value of S² = 8.76
charge = +1
molar mass = 776.0 g/mol
F_max = 0.0226 hartree/bohr

=====

> Which value of energy does entry 1 give?

-159.56535 Eh